{"formula": "C5H7NO", "method": "the ωB97M-V functional and the def2-TZVPD basis", "multiplicity": 1, "energy_ha": -324.48194, "e_homo_ev": -7.92, "de_lowest_kj_mol": 636.77, "symbols": ["C", "C", "C", "C", "O", "C", "N", "H", "H", "H", "H", "H", "H", "H"], "coordinates": [[-1.766, 0.424, -0.389], [-1.108, -0.664, 0.289], [1.141, -0.140, -0.183], [2.327, -0.013, 0.656], [2.213, -1.023, -0.353], [0.626, 0.779, -1.096], [-0.277, 1.414, -1.530], [-1.986, 1.327, 0.170], [-2.373, -0.547, 0.411], [-2.310, 0.252, -1.307], [-0.801, -0.593, 1.324], [-1.008, -1.622, -0.212], [3.061, 0.765, 0.441], [2.309, -0.367, 1.687]], "forces_ev_per_a": [[0.0, 0.0, 0.0], [0.0, 0.0, 0.0], [-0.1, 0.3, -0.1], [0.1, 0.1, 0.2], [0.0, -0.2, -0.2], [-0.6, 0.4, -0.2], [0.7, -0.4, 0.3], [0.0, -0.1, -0.1], [0.0, 0.0, 0.0], [0.1, 0.0, 0.1], [0.0, 0.1, -0.1], [0.0, 0.2, 0.1], [-0.1, -0.2, 0.0], [0.0, 0.0, -0.2]], "nbo_charge": [-0.360, -0.531, -0.001, -0.114, -0.472, 0.243, -0.417, 0.239, 0.305, 0.243, 0.250, 0.252, 0.185, 0.178]}



{"formula": "C20H19BF2N2O15S", "method": "the ωB97M-V functional and the def2-TZVPD basis", "multiplicity": 1, "smiles": "CN(C)B(O)N(F)S(=O)(=O)F.O=C1C=C(O)C(=O)C=C1O.O=C1C=C(O)C(=O)C=C1O.O=C1C=C(O)C(=O)C=C1O", "energy_ha": -2634.33694, "e_homo_ev": -9.84, "symbols": ["C", "N", "C", "B", "O", "N", "F", "S", "O", "O", "F", "H", "H", "H", "H", "H", "H", "H", "C", "C", "C", "O", "C", "C", "C", "O", "O", "O", "H", "H", "H", "H", "C", "C", "C", "O", "C", "C", "C", "O", "O", "O", "H", "H", "H", "H", "C", "C", "C", "O", "C", "C", "C", "O", "O", "O", "H", "H", "H", "H"], "coordinates": [[-1.701, -3.894, -0.096], [-2.349, -3.069, -1.180], [-2.590, -1.707, -0.619], [-3.587, -3.712, -1.634], [-3.499, -4.978, -2.238], [-4.893, -2.947, -1.468], [-5.622, -3.232, -2.631], [-5.849, -3.563, -0.179], [-7.206, -3.000, -0.372], [-5.329, -3.174, 1.145], [-6.023, -5.189, -0.297], [-2.387, -4.728, 0.199], [-1.526, -3.246, 0.782], [-0.753, -4.321, -0.495], [-3.184, -1.750, 0.330], [-3.055, -1.021, -1.355], [-1.593, -1.261, -0.372], [-3.060, -5.618, -1.673], [-1.380, 1.626, 1.440], [-1.285, 2.621, 2.325], [0.031, 3.041, 2.892], [0.070, 3.964, 3.681], [1.226, 2.310, 2.469], [1.131, 1.313, 1.586], [-0.182, 0.912, 1.000], [-0.220, 0.009, 0.184], [2.212, 0.621, 1.178], [-2.370, 3.293, 2.749], [-2.327, 1.314, 1.021], [2.170, 2.611, 2.899], [1.874, -0.036, 0.545], [-2.034, 3.956, 3.378], [-1.882, -0.711, -4.841], [-1.979, -0.495, -6.155], [-1.948, 0.884, -6.725], [-2.020, 1.032, -7.929], [-1.837, 2.009, -5.796], [-1.744, 1.793, -4.482], [-1.747, 0.413, -3.915], [-1.643, 0.262, -2.712], [-1.643, 2.808, -3.604], [-2.106, -1.509, -7.029], [-1.901, -1.706, -4.416], [-1.833, 3.004, -6.218], [-1.589, 2.387, -2.728], [-2.153, -1.090, -7.906], [6.991, 1.610, 5.594], [5.693, 1.413, 5.352], [5.137, 1.476, 3.969], [3.951, 1.271, 3.793], [6.054, 1.788, 2.873], [7.351, 1.988, 3.115], [7.912, 1.900, 4.495], [9.103, 2.072, 4.664], [8.216, 2.279, 2.126], [4.822, 1.148, 6.344], [7.405, 1.566, 6.591], [5.636, 1.847, 1.877], [9.083, 2.374, 2.561], [3.958, 1.047, 5.909]], "forces_ev_per_a": [[0.3, -0.5, -0.9], [-2.8, 0.0, 1.5], [1.0, 0.7, 0.4], [3.1, -0.6, -0.5], [-1.3, 1.3, 0.9], [-0.1, -1.7, 0.2], [-0.3, 0.1, -0.1], [-4.9, 3.2, 3.1], [3.3, -2.1, -0.6], [0.7, -1.9, -3.3], [1.0, 2.1, -0.1], [0.7, 0.5, 0.1], [0.0, -0.5, -0.5], [-0.5, 0.3, 0.6], [0.3, 0.1, -0.8], [0.1, -0.7, 0.5], [-1.2, -0.5, -0.3], [0.3, -0.1, -0.2], [0.2, -0.3, -0.3], [-1.0, 0.1, -0.1], [0.8, -0.1, 0.0], [-0.4, 0.1, 0.0], [-0.2, 0.4, 0.2], [1.0, -0.1, 0.1], [-0.7, 0.1, 0.0], [0.7, 0.2, 0.2], [-0.8, 0.2, -0.1], [0.8, -0.1, 0.0], [0.0, 0.0, 0.0], [0.0, -0.1, 0.0], [0.0, -0.1, -0.1], [-0.1, 0.1, 0.1], [0.0, 0.1, 0.4], [-0.1, -1.0, -0.1], [0.0, 0.8, 0.1], [0.0, -0.3, -0.1], [0.0, -0.1, -0.4], [0.0, 1.0, 0.1], [0.0, -0.8, -0.1], [0.1, 0.5, 0.0], [0.0, -0.8, -0.2], [0.1, 0.8, 0.2], [0.0, 0.0, 0.0], [0.0, 0.0, 0.0], [0.0, 0.0, 0.1], [0.0, 0.0, -0.1], [0.4, 0.1, -0.1], [-0.1, -0.1, 1.0], [0.2, 0.1, -0.8], [-0.1, 0.0, 0.4], [-0.4, -0.1, 0.1], [0.1, 0.2, -1.0], [-0.1, -0.1, 0.8], [0.1, 0.1, -0.3], [-0.2, -0.1, 0.8], [0.2, 0.1, -0.8], [0.0, 0.0, 0.0], [0.0, 0.0, 0.0], [0.1, 0.0, 0.0], [-0.1, 0.0, 0.0]], "nbo_charge": [-0.414, -0.680, -0.460, 1.139, -0.900, -0.432, -0.208, 2.347, -0.859, -0.849, -0.456, 0.175, 0.220, 0.209, 0.182, 0.221, 0.249, 0.506, -0.382, 0.314, 0.470, -0.526, -0.392, 0.367, 0.465, -0.547, -0.642, -0.627, 0.246, 0.256, 0.500, 0.505, -0.376, 0.310, 0.472, -0.525, -0.369, 0.305, 0.475, -0.537, -0.630, -0.627, 0.248, 0.246, 0.503, 0.505, -0.369, 0.305, 0.478, -0.544, -0.376, 0.311, 0.472, -0.524, -0.628, -0.629, 0.247, 0.247, 0.505, 0.504]}



{"formula": "C26H21IrN7OS4", "method": "the ωB97M-V functional and the def2-TZVPD basis", "multiplicity": 2, "energy_ha": -3158.49093, "e_homo_ev": [-13.93, -14.46], "de_lowest_kj_mol": 41.49, "charge": 2, "symbols": ["Ir", "C", "N", "C", "C", "N", "C", "S", "C", "C", "C", "C", "C", "N", "H", "H", "H", "H", "H", "H", "H", "H", "H", "S", "C", "C", "N", "C", "S", "C", "N", "N", "C", "C", "C", "C", "N", "C", "C", "H", "H", "H", "H", "C", "S", "O", "C", "C", "C", "C", "C", "C", "H", "H", "H", "H", "H", "H", "H", "H"], "coordinates": [[-0.802, 0.714, -0.428], [-0.162, 0.857, 4.888], [0.900, 0.855, 3.885], [2.255, 0.887, 4.150], [2.897, 0.855, 2.977], [1.923, 0.811, 1.965], [0.697, 0.797, 2.562], [-0.883, 0.718, 1.935], [2.269, 0.707, 0.588], [3.585, 0.962, 0.224], [4.000, 0.674, -1.062], [3.100, 0.103, -1.949], [1.800, -0.056, -1.532], [1.357, 0.287, -0.297], [0.295, 0.972, 5.866], [-0.713, -0.080, 4.848], [-0.843, 1.686, 4.703], [2.640, 0.920, 5.155], [3.950, 0.817, 2.782], [4.284, 1.378, 0.931], [5.024, 0.867, -1.353], [3.390, -0.187, -2.948], [1.060, -0.486, -2.189], [-1.092, 0.797, -2.776], [-2.699, 0.302, -2.935], [-3.158, -0.026, -4.248], [-3.491, -0.294, -5.314], [-3.578, 0.283, -1.856], [-3.120, 0.782, -0.308], [-4.940, -0.115, -2.029], [-6.026, -0.478, -2.128], [0.050, 8.079, -0.717], [-0.089, 6.940, -0.678], [-0.258, 5.516, -0.611], [-1.262, 4.960, 0.172], [-1.385, 3.587, 0.224], [-0.575, 2.766, -0.462], [0.393, 3.309, -1.221], [0.586, 4.668, -1.322], [-1.942, 5.585, 0.732], [-2.150, 3.129, 0.832], [1.024, 2.620, -1.766], [1.374, 5.061, -1.948], [-2.631, -2.946, 0.703], [-0.935, -2.414, 0.534], [-1.000, -1.358, -0.596], [-0.249, -3.829, -0.269], [-0.474, -4.062, -1.620], [0.044, -5.214, -2.186], [0.764, -6.113, -1.406], [0.980, -5.865, -0.058], [0.479, -4.708, 0.522], [-3.029, -3.175, -0.285], [-3.198, -2.151, 1.185], [-2.629, -3.838, 1.329], [-1.039, -3.355, -2.214], [-0.120, -5.418, -3.235], [1.160, -7.014, -1.855], [1.543, -6.567, 0.541], [0.651, -4.499, 1.571]], "forces_ev_per_a": [[-0.6, -0.2, 0.7], [0.0, 0.0, 0.0], [0.0, 0.0, 0.0], [0.0, 0.0, 0.0], [0.0, 0.0, 0.0], [0.0, 0.1, -0.1], [0.0, 0.0, -0.1], [-0.1, -0.1, -0.1], [-0.1, -0.1, 0.2], [0.0, 0.0, 0.0], [0.0, 0.0, 0.0], [0.0, 0.0, 0.0], [0.1, -0.1, 0.1], [-0.1, 0.4, -0.8], [0.0, 0.0, 0.0], [0.0, 0.0, 0.0], [0.0, 0.0, 0.0], [0.0, 0.0, 0.0], [0.0, 0.0, 0.0], [0.0, 0.0, 0.0], [0.0, 0.0, 0.0], [0.0, 0.0, 0.0], [0.0, 0.0, 0.0], [0.2, -0.3, 0.2], [0.0, 0.1, 0.0], [0.0, 0.0, 0.0], [0.0, 0.0, 0.0], [-0.1, 0.0, 0.0], [0.4, 0.0, -0.2], [0.0, 0.0, 0.0], [0.0, 0.0, 0.0], [0.0, 0.0, 0.0], [0.0, 0.0, 0.0], [0.0, 0.0, 0.0], [0.0, 0.0, 0.0], [0.0, 0.0, 0.0], [0.1, 0.0, 0.1], [0.0, 0.0, 0.0], [0.0, 0.0, 0.0], [0.0, 0.0, 0.0], [0.0, 0.0, 0.0], [0.0, 0.0, 0.0], [0.0, 0.0, 0.0], [0.0, 0.0, 0.0], [0.0, -0.1, 0.1], [0.0, 0.1, -0.2], [0.0, 0.0, 0.0], [0.0, 0.0, 0.0], [0.0, 0.0, 0.0], [0.0, 0.0, 0.0], [0.0, 0.0, 0.0], [0.0, 0.0, 0.0], [0.0, 0.0, 0.0], [0.0, 0.0, 0.0], [0.0, 0.0, 0.0], [0.0, 0.0, 0.0], [0.0, 0.0, 0.0], [0.0, 0.0, 0.0], [0.0, 0.0, 0.0], [0.0, 0.0, 0.0]], "mulliken_spin": [0.072, 0.000, 0.001, 0.000, 0.000, 0.002, 0.002, 0.000, -0.003, -0.001, 0.000, 0.001, 0.001, 0.001, 0.000, 0.000, 0.000, 0.000, 0.000, 0.000, 0.000, 0.000, -0.002, 0.333, 0.086, -0.002, 0.043, 0.101, 0.311, -0.002, 0.050, 0.000, 0.000, 0.000, -0.003, 0.005, 0.013, -0.008, -0.008, 0.001, 0.000, 0.006, 0.001, 0.004, -0.001, -0.004, 0.000, 0.000, 0.001, 0.000, 0.000, -0.001, -0.001, -0.002, 0.001, 0.000, 0.000, 0.000, 0.000, 0.000]}



{"formula": "C3H9NO", "method": "the ωB97M-V functional and the def2-TZVPD basis", "multiplicity": 1, "smiles": "CNCCO", "energy_ha": -249.60439, "e_homo_ev": -8.42, "de_lowest_kj_mol": 286.96, "symbols": ["C", "N", "C", "C", "O", "H", "H", "H", "H", "H", "H", "H", "H", "H"], "coordinates": [[0.596, 1.768, 0.354], [0.097, 0.983, -0.666], [-0.732, -0.190, -0.269], [0.167, -1.312, -0.022], [-0.405, -2.323, 0.652], [1.356, 2.275, -0.044], [0.091, 2.687, 0.657], [0.826, 1.282, 1.332], [0.432, 0.746, -1.570], [-1.621, -0.488, -0.911], [-1.395, -0.166, 0.759], [0.982, -0.993, 0.645], [0.620, -1.596, -0.998], [-1.014, -2.673, 0.082]], "forces_ev_per_a": [[-0.8, 0.3, 2.3], [-4.7, -2.9, 0.0], [-3.0, 1.2, 2.1], [2.9, 0.8, -0.7], [0.9, -1.2, 2.7], [4.2, 1.4, -1.1], [-1.6, -0.2, 0.0], [0.3, -0.2, -0.9], [1.3, 0.9, -0.2], [1.3, 0.6, -0.3], [1.9, 1.1, -2.0], [0.0, 0.3, -0.5], [0.1, -0.3, 0.4], [-2.7, -1.9, -1.9]], "nbo_charge": [-0.399, -0.656, -0.250, -0.079, -0.689, 0.203, 0.169, 0.173, 0.386, 0.186, 0.195, 0.173, 0.136, 0.453]}



- Among the records above, which one has the highest multiplicity?
  C26H21IrN7OS4



- Which value of multiplicity does entry 1 give?
  1